Entry 1:
Entry from OMol25: 7 unconnected molecules or ions with the total composition C21H52O21S6 in a non-equilibrium geometry (ωB97M-V/def2-TZVPD).

Structure (XYZ):
```
100
Properties=species:S:1:pos:R:3:lowdin_charge:R:1
S 16.757 36.126 30.230 0.640
S 20.299 36.105 27.212 0.678
S 14.665 33.613 27.597 0.680
S 15.306 43.500 18.466 0.619
S 18.943 36.935 21.070 0.642
S 17.408 31.096 24.213 0.528
O 18.495 36.364 19.580 -0.281
O 17.633 39.332 24.402 0.073
O 20.659 36.721 25.989 -0.275
O 15.838 44.849 18.698 -0.313
O 18.151 31.614 25.342 -0.301
O 16.718 36.469 28.897 -0.281
O 17.895 36.410 21.948 -0.317
O 17.181 41.556 24.478 0.090
O 21.784 35.553 27.893 -0.258
O 14.168 43.287 17.686 -0.262
O 15.110 35.670 30.478 -0.285
O 17.506 40.289 26.434 0.033
O 16.029 34.040 27.700 -0.285
O 14.138 32.876 26.509 -0.250
O 13.798 35.058 27.472 -0.209
O 14.974 42.850 19.988 -0.273
O 20.294 36.552 21.325 -0.275
O 19.740 36.812 28.345 -0.285
O 16.527 30.087 24.509 -0.224
O 16.561 32.331 23.581 -0.233
O 17.122 37.189 31.211 -0.299
C 18.253 34.620 18.010 -0.065
C 14.225 36.907 30.318 -0.215
C 13.220 36.971 26.137 -0.008
C 19.292 34.705 26.879 -0.094
C 22.732 36.439 28.115 -0.420
C 18.519 30.505 23.020 -0.171
C 14.339 42.974 22.281 -0.096
C 15.836 34.595 23.284 -0.036
C 18.346 34.963 19.523 -0.291
C 17.655 38.342 25.479 -0.107
C 23.889 35.752 28.777 -0.069
C 14.140 32.916 29.211 -0.067
C 14.090 35.791 26.358 -0.346
C 17.764 34.758 30.477 -0.090
C 12.873 36.365 30.623 -0.078
C 16.667 42.521 17.876 -0.151
C 17.792 38.963 26.848 -0.123
C 18.805 38.723 20.796 -0.127
C 17.430 40.491 25.069 -0.490
C 16.724 33.658 24.027 -0.270
C 14.277 43.721 20.954 -0.269
H 15.923 35.419 23.867 0.046
H 12.390 36.707 25.715 0.013
H 14.260 37.368 29.458 0.050
H 14.287 31.829 29.364 0.091
H 16.598 41.474 18.136 0.044
H 17.318 35.212 17.471 0.143
H 19.265 34.563 19.979 0.119
H 16.388 34.770 22.395 0.047
H 14.524 37.625 31.149 0.140
H 19.160 29.635 23.555 0.130
H 22.838 36.784 26.992 0.152
H 15.455 42.646 22.663 0.141
H 12.531 35.916 29.819 -0.004
H 18.809 38.994 27.371 0.141
H 23.306 35.303 29.752 0.136
H 16.398 33.667 25.012 0.054
H 13.106 37.607 26.890 0.038
H 19.355 31.054 22.421 0.109
H 17.519 34.439 31.587 0.146
H 13.779 43.595 22.907 0.053
H 12.130 37.222 30.590 0.106
H 14.703 33.362 29.875 -0.035
H 18.044 29.936 22.236 0.049
H 19.689 34.068 25.876 0.165
H 17.700 42.841 18.295 0.108
H 13.833 42.094 22.172 0.029
H 16.692 42.388 16.752 0.093
H 22.471 37.245 28.673 0.082
H 18.258 34.911 26.626 0.064
H 19.875 38.984 20.544 0.069
H 18.161 33.624 17.947 0.010
H 14.175 35.346 25.494 0.055
H 17.966 33.936 24.057 0.190
H 19.370 34.187 27.678 -0.022
H 24.692 36.504 29.060 0.090
H 17.567 34.038 29.956 -0.048
H 24.522 34.925 28.416 0.069
H 16.916 37.653 25.601 0.079
H 13.157 44.069 20.880 0.159
H 14.904 34.352 23.089 0.050
H 17.458 34.521 19.986 0.115
H 18.605 37.709 25.347 0.131
H 14.868 44.609 21.235 0.110
H 13.579 37.449 25.099 0.157
H 18.639 39.504 21.732 0.138
H 15.028 36.194 26.462 0.081
H 12.746 35.868 31.705 0.146
H 18.771 35.005 30.514 0.068
H 18.090 38.967 19.963 0.072
H 17.050 38.589 27.626 0.135
H 13.003 33.042 29.323 0.116
H 19.127 34.900 17.374 0.083
```

Calculated values
Highest occupied orbital energy (eV): -10.253
Charge: 0
LUMO (eV): 0.2
SMILES: CCOS(C)(=O)=O.CCOS(C)(=O)=O.CCOS(C)(=O)=O.CCOS(C)(=O)=O.CCOS(C)(=O)=O.CCOS(C)(=O)=O.O=C1OCCO1
Total energy (eV): -130613.4559

***

Entry 2:
Entry from OMol25: 5 unconnected molecules or ions with the total composition C21H53N3O22P5 in a non-equilibrium geometry (ωB97M-V/def2-TZVPD).

Structure (XYZ):
```
104
Properties=species:S:1:pos:R:3:lowdin_charge:R:1
P -2.166 5.665 4.097 0.763
P -5.792 5.863 -5.153 0.734
P 5.861 -1.332 -0.176 0.751
P -2.586 -1.554 0.728 0.929
P 7.460 -7.998 0.553 0.759
O -2.866 6.003 5.555 -0.275
O -1.706 4.113 4.685 -0.254
O -2.582 7.237 3.536 -0.336
O -2.693 -2.669 -0.566 -0.286
O 6.160 -2.834 0.437 -0.277
O 6.298 -1.868 -1.749 -0.330
O -3.418 1.298 -2.698 -0.158
O 8.416 -8.739 1.675 -0.269
O 5.277 -0.818 1.358 -0.243
O -4.534 5.409 -4.070 -0.327
O -5.580 -2.926 -1.316 0.006
O 8.545 -6.667 0.497 -0.336
O -5.034 -0.696 -1.239 -0.048
O -5.787 4.353 -5.819 -0.271
O -1.565 -2.106 1.995 -0.333
O 6.384 -7.174 1.248 -0.256
O 6.405 -9.359 0.575 -0.245
O -3.061 3.094 -1.348 -0.100
O -6.941 6.378 -6.332 -0.261
O 7.089 -0.444 -0.028 -0.279
O -3.180 4.999 3.176 -0.241
O -6.848 5.958 -4.060 -0.282
N -2.120 2.485 1.574 -0.002
N 0.811 -0.408 0.584 0.097
N -2.214 0.076 0.195 -0.222
C 0.061 -0.825 -0.428 -0.344
C -3.955 7.518 3.301 -0.142
C -6.396 6.693 -7.609 -0.161
C 3.937 -1.213 1.661 -0.142
C 8.616 -5.816 1.635 -0.127
C 5.457 -3.940 -0.124 -0.126
C 7.666 -2.161 -1.995 -0.145
C -3.476 2.016 1.157 -0.198
C 0.387 -2.228 -1.110 -0.074
C -4.563 3.863 -6.357 -0.128
C -3.304 1.824 -1.417 -0.482
C 9.769 -9.014 1.327 -0.129
C -0.538 4.096 5.501 -0.152
C -4.846 4.484 -3.027 -0.122
C -3.405 0.929 -0.070 -0.342
C -7.240 -1.658 -0.054 -0.022
C -4.826 0.203 -0.089 -0.177
C -5.889 -1.768 -0.893 -0.413
C -1.171 0.150 -0.875 -0.163
C 6.840 -10.478 -0.194 -0.146
C -2.372 7.115 6.292 -0.136
H 7.715 -10.940 0.271 0.077
H -4.763 3.394 -7.324 0.081
H -3.155 -3.484 -0.239 0.064
H -1.632 -1.533 2.790 0.045
H -4.593 7.081 4.073 0.085
H -4.246 7.147 2.317 0.088
H -3.832 4.664 -6.495 0.080
H -4.152 3.111 -5.680 0.095
H -5.507 3.689 -3.380 0.092
H -5.304 5.010 -2.188 0.086
H -0.738 4.584 6.459 0.074
H 9.566 -5.279 1.595 0.093
H -5.570 7.401 -7.505 0.074
H 7.805 -5.087 1.604 0.077
H -3.929 1.460 2.056 0.117
H 7.718 -2.812 -2.870 0.086
H 10.421 -8.309 1.848 0.088
H 10.019 -10.028 1.647 0.087
H -6.044 5.784 -8.106 0.075
H 9.936 -8.929 0.250 0.083
H -1.681 1.789 2.208 0.058
H 0.184 -3.036 -0.306 0.081
H -3.094 7.933 6.229 0.086
H 4.605 -3.614 -0.726 0.080
H 0.286 4.601 4.992 0.078
H 0.460 0.512 0.927 0.047
H -4.197 2.875 0.918 0.125
H -5.122 -0.294 0.911 0.105
H 8.126 -2.675 -1.148 0.083
H 3.624 -0.710 2.577 0.087
H -7.463 -0.614 0.362 0.078
H -0.680 1.195 -0.969 0.135
H 5.097 -4.580 0.684 0.085
H -1.487 2.575 0.764 0.053
H 8.207 -1.240 -2.216 0.082
H 3.888 -2.294 1.818 0.079
H -1.406 7.456 5.913 0.082
H -0.258 3.058 5.686 0.086
H -2.260 6.825 7.340 0.084
H 7.081 -10.166 -1.212 0.078
H 6.143 -4.516 -0.750 0.083
H -7.178 7.147 -8.220 0.081
H -0.342 -2.483 -1.969 0.081
H -1.512 -0.190 -1.910 0.122
H -4.083 8.603 3.315 0.086
H -5.614 1.043 -0.232 0.153
H 3.266 -0.924 0.852 0.044
H -7.098 -2.336 0.874 0.098
H -8.163 -2.075 -0.594 0.093
H 1.473 -2.355 -1.439 0.067
H -3.907 4.032 -2.685 0.056
H 8.575 -6.385 2.567 0.089
H 6.032 -11.210 -0.229 0.089
```

Calculated values
Highest occupied orbital energy (eV): -4.803
Energy above the lowest of the compared OMol25 structures with the same formula, charge and spin (eV): 0.000
Charge: -1
LUMO (eV): -2.0
Total energy (eV): -118582.6252

***

Entry 3:
Entry from OMol25: 8 unconnected molecules or ions with the total composition C21H54F3O10S in a non-equilibrium geometry (ωB97M-V/def2-TZVPD).

Structure (XYZ):
```
89
Properties=species:S:1:pos:R:3:lowdin_charge:R:1
S -3.962 -9.263 -2.240 0.529
F -3.924 -7.867 -4.472 0.111
F -2.506 -9.488 -4.422 0.125
F -2.107 -7.621 -3.347 0.124
O -0.916 -4.948 -0.533 -0.174
O -4.379 -12.644 -3.516 -0.099
O -5.047 -10.025 -2.865 -0.349
O -4.459 -8.107 -1.495 -0.323
O 2.198 -6.778 -6.455 -0.158
O 0.471 -11.994 -4.701 -0.089
O -7.628 -10.419 -3.722 -0.074
O -5.875 -6.666 0.371 -0.079
O -3.029 -10.091 -1.505 -0.280
O -5.737 -11.711 1.672 -0.067
C -6.413 -4.995 -1.249 -0.048
C 3.551 -5.671 -8.047 -0.078
C -2.252 -5.397 -0.360 -0.264
C -3.038 -8.506 -3.692 -0.648
C 1.809 -7.897 -5.709 -0.303
C -0.011 -13.061 -6.766 -0.093
C -8.098 -6.723 -0.381 -0.062
C -4.946 -14.888 -3.892 -0.110
C -6.991 -11.730 1.025 -0.338
C 0.892 -4.202 -1.874 -0.073
C -7.819 -9.527 -4.810 -0.484
C -7.702 -8.084 -4.316 -0.052
C 0.819 -7.475 -4.636 -0.063
C -0.215 -11.778 -5.936 -0.296
C -9.232 -9.776 -5.349 -0.073
C -6.814 -11.299 -0.429 -0.073
C -6.924 -5.809 -0.072 -0.494
C -2.668 -5.139 1.075 -0.063
C 3.108 -7.034 -7.501 -0.283
C -5.371 -13.467 -4.143 -0.318
C -0.360 -5.092 -1.814 -0.290
H -5.445 -4.570 -0.983 0.066
H 2.675 -8.423 -5.284 0.118
H -5.397 -13.239 -5.213 0.103
H -8.358 -7.894 -3.467 0.072
H 4.288 -5.776 -8.845 0.067
H 2.556 -7.552 -8.294 0.116
H -1.039 -4.767 -2.611 0.115
H 3.952 -7.652 -7.182 0.115
H -7.444 -12.731 1.027 0.099
H -1.269 -11.655 -5.697 0.108
H -5.562 -15.652 -4.374 0.064
H -2.908 -4.804 -1.009 0.111
H -9.337 -10.751 -5.827 0.070
H -2.311 -4.159 1.394 0.073
H 1.011 -3.786 -2.877 0.064
H -6.307 -5.648 -2.117 0.078
H -3.936 -15.123 -4.241 0.067
H 0.512 -8.404 -4.158 0.081
H -7.792 -11.213 -0.903 0.075
H -6.354 -13.240 -3.724 0.106
H -0.560 -13.022 -7.710 0.066
H 1.338 -8.691 -6.307 0.104
H -7.099 -4.171 -1.458 0.074
H 0.164 -10.874 -6.417 0.091
H -2.306 -5.867 1.801 0.074
H -3.758 -5.176 1.100 0.057
H -6.700 -10.335 -3.440 0.028
H -5.455 -7.086 -0.397 0.024
H -10.010 -9.724 -4.583 0.076
H 2.707 -5.087 -8.409 0.072
H -6.176 -11.960 -1.013 0.073
H -6.687 -7.915 -3.951 0.061
H -8.354 -7.337 0.483 0.075
H -7.248 -5.140 0.730 0.129
H 1.281 -6.793 -3.921 0.065
H -6.334 -10.320 -0.410 0.069
H 1.772 -4.831 -1.726 0.063
H -5.830 -12.004 2.581 0.074
H -7.844 -7.468 -1.137 0.068
H -7.946 -7.385 -5.119 0.074
H -9.507 -8.983 -6.050 0.068
H 4.030 -5.086 -7.260 0.072
H -2.295 -6.434 -0.703 0.114
H -4.737 -11.792 -3.210 0.020
H 1.413 -12.038 -4.884 0.071
H -0.336 -13.911 -6.168 0.073
H -0.087 -6.134 -2.000 0.103
H 1.032 -13.271 -7.015 0.063
H 0.882 -3.393 -1.149 0.070
H -7.724 -11.100 1.540 0.102
H 0.019 -6.901 -5.102 0.083
H -7.121 -9.759 -5.620 0.136
H -4.874 -15.122 -2.828 0.072
H -8.960 -6.103 -0.651 0.076
```

Calculated values
Highest occupied orbital energy (eV): -6.905
Charge: -1
LUMO (eV): 2.4
Total energy (eV): -62116.6562